No. 1
{
  "formula": "C61H90BCl2IN10O4",
  "method": "ωB97M-V/def2-TZVPD",
  "largest_force_ev_per_a": 2.770,
  "e_homo_ev": -8.19,
  "molar_mass_g_mol": 1236.08,
  "homo_lumo_gap_ev": 7.4,
  "total_energy_ha": -4469.6815,
  "smiles": "CCOc1c(/C(Cl)=C(/C)Cl)cc([C@H](C)CC)c2c1C(=O)c1cc(I)c(B(O)N(C)C)cc1C2=O.CCCC#N.CCCC#N.CCCC#N.CCCC#N.CCCC#N.CCCC#N.CCCC#N.CCCC#N.CCCC#N",
  "de_lowest_kj_mol": 348.0,
  "charge": 0,
  "lumo_ev": -0.81,
  "symbols": ["C", "C", "O", "C", "C", "C", "Cl", "C", "C", "Cl", "C", "C", "C", "C", "C", "C", "C", "C", "C", "O", "C", "C", "C", "I", "C", "B", "O", "N", "C", "C", "C", "C", "C", "O", "H", "H", "H", "H", "H", "H", "H", "H", "H", "H", "H", "H", "H", "H", "H", "H", "H", "H", "H", "H", "H", "H", "H", "H", "H", "H", "H", "C", "C", "C", "C", "N", "H", "H", "H", "H", "H", "H", "H", "C", "C", "C", "C", "N", "H", "H", "H", "H", "H", "H", "H", "C", "C", "C", "C", "N", "H", "H", "H", "H", "H", "H", "H", "C", "C", "C", "C", "N", "H", "H", "H", "H", "H", "H", "H", "C", "C", "C", "C", "N", "H", "H", "H", "H", "H", "H", "H", "C", "C", "C", "C", "N", "H", "H", "H", "H", "H", "H", "H", "C", "C", "C", "C", "N", "H", "H", "H", "H", "H", "H", "H", "C", "C", "C", "C", "N", "H", "H", "H", "H", "H", "H", "H", "C", "C", "C", "C", "N", "H", "H", "H", "H", "H", "H", "H"],
  "positions_angstrom": [[2.855, -0.098, 5.562], [2.754, -1.426, 4.682], [3.885, -1.489, 3.784], [3.456, -1.875, 2.516], [3.639, -3.242, 2.000], [4.337, -4.291, 2.908], [6.104, -4.418, 3.088], [3.514, -5.154, 3.571], [4.014, -6.280, 4.528], [1.721, -4.993, 3.383], [3.146, -3.585, 0.655], [2.446, -2.617, -0.194], [1.931, -3.041, -1.610], [0.897, -4.266, -1.471], [3.138, -3.363, -2.574], [3.855, -4.747, -2.308], [2.262, -1.270, 0.361], [2.762, -0.874, 1.700], [2.486, 0.593, 2.183], [3.335, 1.209, 2.774], [1.083, 1.143, 1.806], [0.274, 2.000, 2.644], [-1.069, 2.435, 2.195], [-2.151, 3.712, 3.527], [-1.628, 2.017, 0.907], [-3.064, 2.370, 0.316], [-3.244, 2.118, -1.090], [-4.222, 2.880, 1.060], [-5.063, 1.784, 1.594], [-4.999, 3.890, 0.301], [-0.744, 1.166, 0.062], [0.570, 0.733, 0.473], [1.496, -0.157, -0.423], [1.612, 0.051, -1.606], [2.988, -0.345, 6.642], [3.748, 0.455, 5.182], [1.954, 0.551, 5.418], [2.673, -2.347, 5.330], [1.766, -1.356, 4.142], [4.504, -5.793, 5.418], [3.119, -6.865, 4.875], [4.732, -6.957, 4.003], [3.304, -4.637, 0.336], [1.340, -2.227, -2.112], [-0.155, -3.877, -1.557], [1.125, -4.992, -2.287], [0.998, -4.686, -0.442], [3.903, -2.546, -2.448], [2.828, -3.339, -3.657], [3.325, -5.409, -1.581], [4.020, -5.341, -3.249], [4.890, -4.529, -1.919], [0.636, 2.354, 3.634], [-4.050, 1.568, -1.162], [-4.364, 0.976, 1.965], [-5.577, 2.171, 2.523], [-5.785, 1.346, 0.858], [-4.500, 4.279, -0.617], [-6.036, 3.476, 0.140], [-5.120, 4.782, 0.989], [-1.136, 0.844, -0.930], [-7.499, 3.025, -4.579], [-7.737, 4.229, -3.672], [-6.978, 4.133, -2.347], [-7.420, 2.929, -1.593], [-7.767, 1.998, -1.014], [-7.856, 2.099, -4.123], [-8.037, 3.150, -5.523], [-6.443, 2.909, -4.805], [-8.809, 4.322, -3.478], [-7.427, 5.133, -4.195], [-7.167, 5.020, -1.740], [-5.903, 4.067, -2.526], [10.103, -7.816, 1.788], [9.902, -6.653, 2.754], [9.074, -7.036, 3.984], [7.722, -7.490, 3.567], [6.680, -7.855, 3.244], [9.153, -8.170, 1.382], [10.721, -7.505, 0.944], [10.600, -8.654, 2.282], [9.415, -5.830, 2.222], [10.878, -6.290, 3.082], [8.969, -6.177, 4.649], [9.562, -7.838, 4.541], [4.232, 6.019, 4.426], [3.372, 5.740, 3.198], [1.897, 6.091, 3.412], [1.340, 5.279, 4.525], [0.915, 4.650, 5.392], [3.925, 5.410, 5.279], [5.277, 5.783, 4.218], [4.172, 7.072, 4.715], [3.466, 4.683, 2.931], [3.755, 6.320, 2.355], [1.326, 5.887, 2.504], [1.785, 7.150, 3.651], [-8.007, 8.412, 0.909], [-6.966, 7.913, 1.905], [-5.536, 8.295, 1.514], [-5.192, 7.701, 0.196], [-4.926, 7.240, -0.822], [-7.864, 7.968, -0.079], [-9.011, 8.142, 1.242], [-7.963, 9.499, 0.807], [-7.048, 6.826, 1.990], [-7.188, 8.330, 2.891], [-4.830, 7.929, 2.262], [-5.431, 9.380, 1.453], [-11.712, 5.301, -7.178], [-10.694, 6.118, -7.966], [-9.260, 5.927, -7.463], [-9.156, 6.359, -6.045], [-9.077, 6.691, -4.948], [-11.745, 5.604, -6.129], [-12.713, 5.445, -7.589], [-11.477, 4.235, -7.221], [-10.967, 7.175, -7.912], [-10.742, 5.827, -9.019], [-8.568, 6.519, -8.065], [-8.963, 4.879, -7.538], [2.397, 6.588, -1.323], [2.061, 8.016, -1.741], [2.904, 9.065, -1.010], [2.670, 8.976, 0.455], [2.490, 8.906, 1.587], [2.189, 6.419, -0.264], [1.794, 5.875, -1.888], [3.450, 6.363, -1.507], [0.999, 8.200, -1.554], [2.220, 8.119, -2.817], [2.638, 10.067, -1.351], [3.966, 8.910, -1.210], [5.588, -8.372, -4.436], [4.855, -8.823, -5.695], [4.413, -7.652, -6.578], [3.482, -6.771, -5.827], [2.763, -6.092, -5.242], [4.947, -7.768, -3.792], [5.909, -9.238, -3.854], [6.475, -7.785, -4.688], [3.984, -9.416, -5.405], [5.511, -9.477, -6.275], [3.906, -8.024, -7.470], [5.277, -7.066, -6.899], [-2.736, -1.473, -5.305], [-1.936, -0.252, -4.864], [-2.563, 0.472, -3.669], [-3.926, 0.953, -4.019], [-4.981, 1.323, -4.290], [-3.737, -1.198, -5.644], [-2.238, -1.973, -6.138], [-2.835, -2.193, -4.488], [-1.847, 0.438, -5.708], [-0.924, -0.566, -4.597], [-1.951, 1.328, -3.382], [-2.633, -0.197, -2.808], [3.943, -9.408, 6.514], [2.466, -9.308, 6.881], [2.163, -9.840, 8.284], [2.534, -11.277, 8.377], [2.821, -12.387, 8.448], [4.283, -10.446, 6.494], [4.116, -8.992, 5.521], [4.562, -8.857, 7.227], [1.878, -9.859, 6.142], [2.155, -8.261, 6.824], [1.099, -9.735, 8.505], [2.722, -9.280, 9.036]],
  "lowdin_charge": [-0.06, -0.21, -0.08, -0.16, -0.16, -0.61, 0.66, -0.63, -0.13, 0.64, 0.03, -0.09, -0.30, -0.05, -0.20, -0.13, 0.01, 0.03, -0.27, 0.12, -0.04, -0.06, -0.58, 0.89, -0.09, -0.54, 0.07, -0.18, -0.09, -0.09, 0.05, -0.04, -0.27, 0.10, 0.07, 0.08, 0.07, 0.12, 0.12, 0.09, 0.05, 0.03, 0.11, 0.11, 0.08, 0.08, 0.07, 0.11, 0.11, 0.06, 0.03, 0.08, 0.08, 0.11, 0.10, 0.10, 0.08, 0.08, 0.06, 0.08, 0.11, -0.13, -0.28, -0.18, -0.25, 0.15, 0.07, 0.06, 0.02, 0.10, 0.07, 0.11, 0.11, -0.11, -0.27, -0.18, -0.23, 0.16, 0.07, 0.07, 0.08, 0.11, 0.11, 0.11, 0.12, -0.11, -0.27, -0.19, -0.25, 0.14, 0.07, 0.07, 0.08, 0.11, 0.09, 0.11, 0.10, -0.11, -0.27, -0.18, -0.23, 0.15, 0.07, 0.07, 0.08, 0.11, 0.11, 0.11, 0.12, -0.11, -0.27, -0.18, -0.21, 0.16, 0.07, 0.07, 0.08, 0.11, 0.11, 0.12, 0.11, -0.11, -0.27, -0.18, -0.21, 0.16, 0.06, 0.08, 0.08, 0.11, 0.11, 0.12, 0.12, -0.11, -0.27, -0.18, -0.21, 0.16, 0.06, 0.07, 0.08, 0.11, 0.11, 0.12, 0.12, -0.11, -0.26, -0.19, -0.19, 0.18, 0.07, 0.07, 0.08, 0.11, 0.11, 0.11, 0.12, -0.11, -0.27, -0.19, -0.23, 0.14, 0.07, 0.05, 0.08, 0.11, 0.10, 0.11, 0.12]
}

***

No. 2
{
  "formula": "C20H33N5O4",
  "method": "ωB97M-V/def2-TZVPD",
  "largest_force_ev_per_a": 0.317,
  "e_homo_ev": -9.30,
  "molar_mass_g_mol": 407.51,
  "homo_lumo_gap_ev": 9.8,
  "total_energy_ha": -1356.6460,
  "smiles": "CCO[C@H]1CCN(C(=O)CO[C@H]2C[C@@H](NC(=O)CCc3ncnn3C)C2)C[C@@H]1C",
  "de_lowest_kj_mol": 31.0,
  "charge": 0,
  "lumo_ev": 0.53,
  "symbols": ["C", "C", "O", "C", "C", "C", "N", "C", "O", "C", "O", "C", "C", "C", "N", "C", "O", "C", "C", "C", "N", "C", "N", "N", "C", "C", "C", "C", "C", "H", "H", "H", "H", "H", "H", "H", "H", "H", "H", "H", "H", "H", "H", "H", "H", "H", "H", "H", "H", "H", "H", "H", "H", "H", "H", "H", "H", "H", "H", "H", "H", "H"],
  "positions_angstrom": [[-5.672, 3.484, -4.007], [-5.012, 3.123, -2.696], [-3.670, 3.571, -2.739], [-2.969, 3.455, -1.516], [-2.587, 2.007, -1.214], [-1.719, 1.926, 0.039], [-0.553, 2.786, -0.095], [0.702, 2.351, -0.400], [1.586, 3.104, -0.765], [0.951, 0.845, -0.246], [2.290, 0.463, -0.380], [3.199, 1.043, 0.557], [3.070, 0.409, 1.965], [4.121, -0.649, 1.541], [3.538, -1.872, 1.027], [3.184, -2.882, 1.857], [3.460, -2.893, 3.045], [2.436, -4.035, 1.214], [1.192, -4.383, 2.037], [0.543, -5.636, 1.563], [-0.452, -5.710, 0.697], [-0.642, -7.046, 0.567], [0.165, -7.793, 1.286], [0.925, -6.875, 1.921], [1.960, -7.298, 2.838], [4.534, 0.301, 0.398], [-0.894, 4.180, -0.335], [-1.734, 4.346, -1.601], [-2.105, 5.808, -1.805], [-6.712, 3.155, -4.011], [-5.646, 4.562, -4.162], [-5.155, 3.004, -4.838], [-5.532, 3.601, -1.855], [-5.055, 2.039, -2.537], [-3.608, 3.831, -0.697], [-3.479, 1.394, -1.076], [-2.037, 1.610, -2.072], [-2.292, 2.264, 0.909], [-1.424, 0.899, 0.236], [0.552, 0.520, 0.724], [0.399, 0.313, -1.024], [3.194, 2.125, 0.470], [3.463, 1.074, 2.733], [2.095, 0.034, 2.276], [4.867, -0.917, 2.284], [3.099, -1.817, 0.121], [2.161, -3.820, 0.180], [3.119, -4.889, 1.196], [1.479, -4.456, 3.086], [0.456, -3.583, 1.954], [-1.393, -7.479, -0.073], [2.512, -6.428, 3.184], [1.516, -7.808, 3.692], [2.639, -7.979, 2.329], [4.720, -0.138, -0.581], [5.377, 0.927, 0.685], [-1.458, 4.548, 0.531], [0.029, 4.748, -0.412], [-1.135, 3.998, -2.450], [-2.693, 6.175, -0.960], [-1.210, 6.427, -1.885], [-2.695, 5.935, -2.710]],
  "lowdin_charge": [-0.07, -0.28, -0.12, -0.34, -0.10, -0.14, -0.05, -0.40, 0.07, -0.12, -0.10, -0.29, -0.05, -0.26, 0.11, -0.49, 0.06, -0.09, -0.11, -0.34, 0.12, -0.23, 0.09, -0.14, 0.00, -0.05, -0.11, -0.30, -0.05, 0.08, 0.08, 0.08, 0.12, 0.11, 0.16, 0.12, 0.13, 0.13, 0.11, 0.12, 0.14, 0.13, 0.12, 0.11, 0.14, 0.13, 0.12, 0.13, 0.11, 0.13, 0.10, 0.08, 0.09, 0.09, 0.12, 0.12, 0.14, 0.13, 0.16, 0.09, 0.08, 0.08]
}